{
  "formula": "C7H9O2P",
  "method": "ωB97M-V/def2-TZVPD",
  "lumo_energy_ev": 0.41,
  "homo_ev": -8.73,
  "e_above_lowest_kcal_mol": 73.03,
  "species": ["C", "C", "C", "C", "C", "C", "C", "O", "O", "P", "H", "H", "H", "H", "H", "H", "H", "H", "H"],
  "coordinates": [[-0.175, -0.457, -0.974], [1.077, -0.595, -1.326], [0.459, 0.911, 0.937], [-0.482, 0.234, 0.270], [-2.606, 0.489, -1.220], [2.197, -0.396, -0.362], [1.914, 0.735, 0.674], [-3.470, 0.252, -1.848], [-2.619, -1.518, 0.280], [-2.062, -0.308, 0.881], [-0.957, -0.581, -1.717], [1.126, -1.100, -2.218], [0.189, 1.490, 1.875], [2.202, -1.293, 0.224], [3.161, -0.264, -0.838], [2.449, 1.667, 0.342], [2.302, 0.424, 1.762], [-1.929, -0.647, 2.222], [-2.778, 0.957, 1.037]],
  "atomic_forces_ev_per_a": [[0.0, 1.2, -0.2], [0.1, -0.1, 1.0], [-1.0, 0.4, 1.5], [0.2, -0.5, 0.7], [1.6, 1.4, 1.1], [-0.4, 0.6, 0.7], [1.3, 0.1, 0.8], [-3.4, -0.7, -2.8], [-0.7, -0.9, -1.3], [0.0, 2.2, 2.6], [0.4, -0.7, 0.3], [1.3, -0.9, -2.3], [0.3, -0.8, -1.1], [0.5, -0.9, 0.2], [0.1, 0.0, 0.0], [-0.6, -0.6, 0.6], [-0.3, 0.7, -2.5], [0.5, 0.3, 0.6], [0.0, -1.0, 0.0]],
  "nbo_charge": [-0.2198, -0.1533, -0.1069, -0.4515, 0.4830, -0.4463, -0.4298, -0.4476, -1.0708, 1.5091, 0.2150, 0.2077, 0.2073, 0.2199, 0.2225, 0.2209, 0.2287, -0.0981, -0.0898]
}

---

{
  "formula": "C7H9O3",
  "method": "ωB97M-V/def2-TZVPD",
  "lumo_energy_ev": [0.48, 0.17],
  "homo_ev": [-6.50, -7.12],
  "multiplicity": 2,
  "e_above_lowest_kcal_mol": 75.06,
  "s_squared": 0.806,
  "species": ["C", "C", "C", "C", "C", "C", "C", "O", "O", "O", "H", "H", "H", "H", "H", "H", "H", "H", "H"],
  "coordinates": [[-0.904, -1.384, 1.528], [-0.502, -0.456, 0.373], [-1.359, 0.761, 0.295], [-0.820, 1.904, -0.243], [0.439, 1.878, -0.883], [1.215, 0.664, -0.873], [0.948, -0.165, 0.255], [1.757, -1.029, 0.787], [-0.632, -1.282, -0.786], [0.313, -0.667, -1.822], [-0.738, -0.868, 2.488], [-1.973, -1.634, 1.419], [-0.311, -2.322, 1.484], [-2.387, 0.649, 0.611], [-1.420, 2.829, -0.248], [0.901, 2.806, -1.238], [2.144, 0.610, -1.407], [0.620, -1.472, -2.331], [2.710, -0.821, 0.592]],
  "atomic_forces_ev_per_a": [[0.2, -0.3, -0.1], [0.5, 0.3, 1.1], [0.6, 1.0, -0.4], [-1.4, -0.5, 0.4], [1.6, -0.8, -0.2], [0.3, 3.5, 3.9], [-1.0, 3.2, -0.6], [3.1, -1.8, 0.7], [0.4, -0.8, -2.7], [-2.9, -4.0, -2.5], [-0.1, -0.3, -0.4], [0.4, 0.1, 0.1], [-0.4, 0.6, 0.1], [0.0, 0.3, 0.1], [0.4, -0.5, -0.1], [-0.4, -0.6, -0.4], [0.5, 0.1, 0.1], [-0.6, 0.6, 0.6], [-1.4, -0.2, 0.2]],
  "mulliken_spin": [0.0167, 0.0299, 0.2746, -0.1160, 0.3454, -0.2359, 0.5679, 0.0797, 0.0323, 0.0226, -0.0106, -0.0007, 0.0066, 0.0093, -0.0029, 0.0146, -0.0133, -0.0085, -0.0117]
}